12 unconnected molecules or ions with the total composition C48H95F15O24. Source: the Open Molecules 2025 dataset; level of theory: wB97M-V/def2-TZVPD.

Computed properties:
2S+1 = 2
Highest occupied orbital energy (alpha / beta) = -0.0035 / -0.1784 Eh
Lowest unoccupied orbital energy (alpha / beta) = 1.8598 / 1.8517 eV
Net charge = -1
<S²> = 0.753
DFT total energy = -141205.277 eV
Frontier orbital gap (alpha / beta) = 1.956 / 6.706 eV

Each line ends with the Löwdin spin population.
Cartesian coordinates (Å):
C -8.24 -4.31 1.66  0.00
O -6.92 -4.48 1.27  0.00
C -6.66 -4.03 -0.06  0.00
C -5.18 -4.31 -0.39  0.00
O -4.81 -5.67 -0.31  0.00
C -3.40 -5.95 -0.53  0.00
H -8.62 -3.30 1.50  0.00
H -8.34 -4.52 2.73  0.00
H -8.93 -4.99 1.16  0.00
H -6.80 -2.97 -0.24  0.00
H -7.18 -4.64 -0.79  0.00
H -4.55 -3.66 0.23  0.00
H -5.05 -3.93 -1.41  0.00
H -2.69 -5.29 -0.05  0.00
H -3.25 -6.14 -1.60  0.00
H -3.25 -6.87 0.04  0.00
C -4.48 6.83 3.35  0.00
O -4.77 5.46 3.53  0.00
C -4.12 4.53 2.68  0.00
C -4.87 3.16 2.82  0.00
O -6.13 3.15 2.25  0.00
C -7.11 3.84 3.03  0.00
H -3.45 7.09 3.07  0.00
H -4.64 7.36 4.28  0.00
H -5.06 7.23 2.51  0.00
H -3.05 4.63 2.82  0.00
H -4.26 4.84 1.64  0.00
H -4.91 2.88 3.87  0.00
H -4.35 2.35 2.30  0.00
H -7.02 3.82 4.12  0.00
H -8.02 3.32 2.76  0.00
H -7.21 4.90 2.80  0.00
C 1.39 3.12 -7.05  0.00
O 1.05 4.37 -6.62  0.00
C 1.28 4.79 -5.24  0.00
C 0.52 4.00 -4.13  0.00
O 0.84 2.65 -4.04  0.00
C 0.18 1.88 -3.07  0.00
H 2.42 2.78 -6.94  0.00
H 1.29 3.09 -8.13  0.00
H 0.89 2.26 -6.60  0.00
H 1.21 5.87 -5.36  0.00
H 2.36 4.66 -5.11  0.00
H -0.56 4.11 -4.07  0.00
H 0.75 4.60 -3.25  0.00
H 0.74 0.95 -2.96  0.00
H -0.90 1.87 -3.23  0.00
H 0.33 2.42 -2.13  0.00
C -1.43 -9.10 0.82  0.00
O -0.90 -7.84 0.95  0.00
C -0.01 -7.32 -0.01  0.00
C 1.27 -8.11 -0.36  0.00
O 1.05 -9.34 -1.10  0.00
C 2.22 -9.97 -1.56  0.00
H -0.74 -9.92 1.00  0.00
H -1.89 -9.32 -0.14  0.00
H -2.21 -9.28 1.56  0.00
H 0.32 -6.37 0.40  0.00
H -0.60 -7.13 -0.91  0.00
H 1.92 -8.47 0.44  0.00
H 1.85 -7.48 -1.03  0.00
H 2.69 -9.37 -2.34  0.00
H 2.05 -10.79 -2.26  0.00
H 2.92 -10.18 -0.75  0.00
C -0.07 8.13 -2.45  0.00
O -0.94 7.69 -1.49  0.00
C -2.15 7.13 -1.97  0.00
C -3.09 6.66 -0.85  0.00
O -3.00 5.25 -0.50  0.00
C -1.77 4.93 0.07  0.00
H 0.05 7.38 -3.23  0.00
H 0.89 8.33 -1.99  0.00
H -0.47 9.07 -2.84  0.00
H -1.82 6.25 -2.52  0.00
H -2.64 7.87 -2.60  0.00
H -4.15 6.66 -1.11  0.00
H -3.04 7.22 0.08  0.00
H -0.88 4.93 -0.57  0.00
H -1.79 3.91 0.45  0.00
H -1.57 5.51 0.97  0.00
C 4.16 8.00 4.28  0.00
O 3.72 6.83 3.65  0.00
C 3.65 6.87 2.25  0.00
C 3.57 5.46 1.72  0.00
O 3.10 5.46 0.34  0.00
C 3.01 4.15 -0.27  0.00
H 3.36 8.72 4.11  0.00
H 5.05 8.31 3.74  0.00
H 4.36 7.90 5.34  0.00
H 4.52 7.28 1.74  0.00
H 2.78 7.39 1.85  0.00
H 2.83 5.01 2.39  0.00
H 4.45 4.88 1.97  0.00
H 2.22 3.57 0.22  0.00
H 3.86 3.47 -0.23  0.00
H 2.70 4.33 -1.30  0.00
C -2.59 -2.33 -3.03  0.00
O -3.10 -2.01 -1.69  0.00
C -4.38 -1.24 -1.65  0.00
C -4.19 0.24 -2.11  0.00
O -3.51 1.02 -1.20  0.00
C -3.61 2.45 -1.41  0.00
H -1.67 -1.75 -3.13  0.00
H -3.31 -2.09 -3.81  0.00
H -2.38 -3.39 -2.96  0.00
H -4.74 -1.32 -0.62  0.00
H -5.21 -1.70 -2.20  0.00
H -5.14 0.70 -2.38  0.00
H -3.55 0.07 -2.98  0.00
H -2.62 2.72 -1.77  0.00
H -4.00 2.87 -0.48  0.00
H -4.34 2.63 -2.20  0.00
C 1.51 -1.99 -3.67  0.00
C 2.86 -1.35 -4.11  0.00
O 3.77 -2.32 -4.63  0.00
C 3.50 -3.03 -5.75  0.00
O 2.51 -2.89 -6.47  0.00
C 4.68 -3.86 -6.28  0.00
F 4.99 -3.53 -7.51  0.00
F 5.72 -3.65 -5.41  0.00
F 4.37 -5.13 -6.24  0.00
H 0.78 -1.18 -3.65  0.00
H 1.68 -2.43 -2.68  0.00
H 1.22 -2.79 -4.35  0.00
H 3.31 -0.76 -3.31  0.00
H 2.71 -0.64 -4.92  0.00
C -0.01 -3.14 -0.34  0.00
C 0.23 -1.64 -0.71  0.01
O -0.48 -0.73 0.16  0.12
C 0.05 0.46 0.41  0.40
O 1.11 0.97 -0.11  0.29
C -0.77 1.24 1.43  0.07
F -1.97 1.53 0.97  0.03
F -0.82 0.66 2.62  0.03
F -0.15 2.36 1.63  0.01
H 0.49 -3.84 -1.02  0.00
H -1.06 -3.31 -0.54  0.00
H 0.34 -3.40 0.66  0.00
H -0.12 -1.37 -1.70  0.00
H 1.30 -1.46 -0.62  0.00
C 3.45 -4.72 2.37  0.00
C 4.88 -5.27 2.04  0.00
O 5.79 -4.28 2.28  0.00
C 6.20 -3.90 3.47  0.00
O 5.85 -4.40 4.55  0.00
C 7.23 -2.77 3.50  0.00
F 6.76 -1.77 4.31  0.00
F 8.41 -3.22 3.89  0.00
F 7.35 -2.28 2.24  0.00
H 3.42 -3.63 2.39  0.00
H 3.16 -5.09 3.35  0.00
H 2.66 -4.81 1.63  0.00
H 5.06 -5.66 1.04  0.00
H 5.03 -6.13 2.69  0.00
C 7.62 2.85 1.07  0.00
C 7.51 1.56 1.88  0.00
O 6.16 1.27 2.37  0.00
C 5.12 1.18 1.62  0.00
O 5.14 1.34 0.43  0.00
C 3.79 0.75 2.37  0.00
F 3.21 -0.25 1.58  0.00
F 4.02 0.14 3.48  0.00
F 2.92 1.72 2.45  0.00
H 7.15 3.68 1.62  0.00
H 7.35 2.67 0.03  0.00
H 8.70 2.95 0.98  0.00
H 8.27 1.57 2.66  0.00
H 7.77 0.75 1.19  0.00
C -3.08 -1.89 2.90  0.00
C -2.81 -2.70 4.23  0.00
O -1.62 -2.25 4.87  0.00
C -0.38 -2.59 4.33  0.00
O -0.22 -3.12 3.20  0.00
C 0.86 -2.24 5.16  0.00
F 0.54 -2.19 6.40  0.00
F 1.96 -2.88 4.95  0.00
F 1.10 -0.97 4.74  0.00
H -4.03 -2.08 2.38  0.00
H -2.29 -2.09 2.17  0.00
H -3.11 -0.81 2.98  0.00
H -2.65 -3.75 3.98  0.00
H -3.61 -2.66 4.96  0.00